i:
Computed, not measured: a structure of composition C18H14IrN3O4, with ωB97M-V/def2-TZVPD.

Last column: natural (NBO) charge in e.
Atoms and positions in Å:
Ir (-0.208, -0.347, 1.173)  0.833
O (1.808, -0.225, 1.440)  -0.585
C (2.707, -0.543, 0.623)  0.426
C (2.609, -1.116, -0.671)  -0.334
C (3.810, -1.466, -1.310)  -0.082
C (3.805, -2.072, -2.549)  -0.026
C (2.591, -2.363, -3.194)  -0.142
C (1.408, -2.033, -2.600)  -0.299
C (1.352, -1.361, -1.345)  0.468
O (0.215, -0.993, -0.915)  -0.712
N (5.041, -2.413, -3.175)  0.520
O (6.070, -2.148, -2.576)  -0.405
O (5.008, -2.946, -4.270)  -0.397
H (3.733, -0.347, 0.958)  0.152
H (4.753, -1.267, -0.821)  0.240
H (2.615, -2.841, -4.162)  0.244
H (0.463, -2.242, -3.082)  0.227
C (-4.252, -1.117, 0.051)  -0.243
C (-4.859, 0.146, 0.170)  -0.182
C (-4.084, 1.218, 0.518)  -0.201
C (-2.713, 1.051, 0.790)  0.157
N (-2.157, -0.210, 0.748)  -0.412
C (-2.915, -1.233, 0.347)  0.060
C (-1.832, 2.128, 1.095)  0.101
C (-2.208, 3.480, 1.226)  -0.190
C (-1.270, 4.420, 1.558)  -0.207
C (0.070, 4.037, 1.740)  -0.233
C (0.388, 2.709, 1.567)  0.045
N (-0.518, 1.790, 1.270)  -0.492
H (-4.818, -1.976, -0.272)  0.229
H (-5.910, 0.269, -0.037)  0.223
H (-4.508, 2.207, 0.571)  0.219
H (-2.411, -2.187, 0.282)  0.223
H (-3.237, 3.758, 1.076)  0.213
H (-1.558, 5.451, 1.688)  0.220
H (0.826, 4.753, 2.016)  0.225
H (1.404, 2.354, 1.683)  0.209
C (-0.461, -1.837, 2.520)  -0.381
H (-0.542, -1.618, 3.579)  0.152
H (-0.216, -2.869, 2.293)  0.137

Computed properties:
Lowest unoccupied orbital energy (spin up / spin down) (eV): -0.72 / -0.78
Gap between HOMO and LUMO (spin up / spin down) (eV): 5.35 / 5.43


ii:
Computed, not measured: a structure of composition C18H14IrN3O4, with ωB97M-V/def2-TZVPD.

Last column: natural (NBO) charge in e.
Atoms and positions in Å:
Ir (-0.164, 1.088, 0.028)  0.452
O (3.257, 1.654, -0.203)  -0.557
C (3.886, 0.619, -0.152)  0.459
C (3.424, -0.764, -0.057)  -0.334
C (4.479, -1.684, -0.053)  -0.090
C (4.269, -3.036, 0.016)  -0.080
C (2.967, -3.541, 0.085)  -0.130
C (1.919, -2.669, 0.085)  -0.316
C (2.073, -1.247, 0.018)  0.542
O (0.993, -0.565, 0.032)  -0.735
N (5.402, -3.947, 0.016)  0.538
O (6.523, -3.472, -0.037)  -0.398
O (5.168, -5.141, 0.088)  -0.399
H (4.991, 0.681, -0.198)  0.111
H (5.497, -1.324, -0.110)  0.241
H (2.809, -4.608, 0.138)  0.244
H (0.910, -3.051, 0.139)  0.204
C (-2.651, 4.576, 0.029)  -0.234
C (-3.940, 4.066, 0.005)  -0.176
C (-4.093, 2.697, -0.012)  -0.203
C (-2.979, 1.866, -0.005)  0.153
N (-1.719, 2.362, 0.018)  -0.374
C (-1.585, 3.706, 0.035)  0.063
C (-3.078, 0.400, -0.020)  0.161
C (-4.277, -0.303, -0.043)  -0.213
C (-4.245, -1.685, -0.053)  -0.162
C (-3.019, -2.330, -0.041)  -0.240
C (-1.869, -1.565, -0.018)  0.072
N (-1.899, -0.232, -0.008)  -0.445
H (-2.459, 5.639, 0.043)  0.233
H (-4.802, 4.719, 0.000)  0.227
H (-5.082, 2.263, -0.030)  0.221
H (-0.571, 4.074, 0.054)  0.218
H (-5.224, 0.215, -0.052)  0.220
H (-5.167, -2.250, -0.071)  0.225
H (-2.948, -3.409, -0.048)  0.230
H (-0.879, -1.995, -0.007)  0.230
C (1.113, 2.401, 0.111)  -0.281
H (1.437, 2.886, 1.038)  0.156
H (1.536, 2.906, -0.764)  0.167

Computed properties:
Lowest unoccupied orbital energy (spin up / spin down) (eV): -0.81 / -0.81
Gap between HOMO and LUMO (spin up / spin down) (eV): 6.46 / 6.46


It is ii that is most stable; the runner-up trails by 0.0731 hartree.


i:
Computed, not measured: an isolated molecule of C2H4N4S, with ωB97M-V/def2-TZVPD.

Last column: natural (NBO) charge in e.
Atoms and positions in Å:
N (2.689, -0.739, -0.114)  -0.798
C (1.437, -0.114, -0.003)  0.457
N (1.256, 1.161, 0.039)  -0.349
N (-0.103, 1.251, 0.021)  -0.374
C (-0.632, 0.043, -0.002)  0.204
S (-2.334, -0.252, 0.004)  0.040
N (0.321, -0.908, 0.007)  -0.522
H (3.403, -0.018, -0.046)  0.376
H (2.817, -1.400, 0.626)  0.379
H (-0.581, 2.114, -0.163)  0.414
H (-2.259, -1.601, -0.114)  0.174

Computed properties:
SMILES: Nc1n[nH]c(S)n1
Lowest unoccupied orbital energy (eV): 0.71
Gap between HOMO and LUMO (eV): 9.56


ii:
Computed, not measured: a cluster of 2 separate species, C2H4N4S in total, with ωB97M-V/def2-TZVPD.

Last column: natural (NBO) charge in e.
Atoms and positions in Å:
C (-2.119, -0.841, 0.378)  0.165
N (-2.346, 0.290, -0.204)  -0.297
N (-1.143, 0.876, -0.267)  -0.061
N (-0.210, 0.136, 0.109)  -0.070
N (-0.830, -1.012, 0.598)  -0.398
H (-2.864, -1.617, 0.407)  0.219
H (-0.184, -1.767, 0.637)  0.436
C (2.378, 1.103, -0.378)  -0.456
S (2.725, -0.461, -0.238)  0.042
H (2.793, 1.560, -1.390)  0.205
H (1.800, 1.733, 0.349)  0.216

Computed properties:
SMILES: c1nnn[nH]1.C=S
Lowest unoccupied orbital energy (eV): -0.27
Gap between HOMO and LUMO (eV): 8.43


It is i that is most stable; the runner-up trails by 0.1158 hartree.


i:
Computed, not measured: an isolated molecule of C21H25N3O4S, with ωB97M-V/def2-TZVPD.

Last column: natural (NBO) charge in e.
Atoms and positions in Å:
C (4.508, 0.055, 0.143)  -0.253
O (3.377, -0.748, 0.370)  -0.523
C (3.336, -1.533, 1.487)  0.365
C (4.289, -1.503, 2.498)  -0.321
C (4.155, -2.320, 3.608)  -0.194
C (3.076, -3.175, 3.720)  -0.237
C (2.130, -3.212, 2.709)  -0.186
C (2.240, -2.406, 1.588)  -0.095
C (1.197, -2.447, 0.511)  -0.422
C (0.018, -1.512, 0.839)  -0.128
N (0.469, -0.134, 0.924)  -0.629
C (0.438, 0.725, -0.126)  0.712
C (1.163, 2.024, 0.113)  -0.725
O (-0.204, 0.497, -1.131)  -0.640
C (-1.077, -1.687, -0.227)  0.728
O (-0.917, -2.418, -1.182)  -0.629
N (-2.282, -1.128, 0.051)  -0.450
C (-2.581, -0.227, 1.147)  -0.231
C (-3.514, 0.891, 0.651)  -0.235
N (-3.164, 1.266, -0.700)  -0.434
C (-2.312, 2.315, -0.865)  0.682
O (-1.891, 2.956, 0.089)  -0.655
C (-2.000, 2.719, -2.242)  -0.312
C (-2.757, 2.691, -3.382)  -0.212
C (-2.116, 3.295, -4.480)  -0.271
C (-0.885, 3.777, -4.160)  -0.400
S (-0.494, 3.519, -2.513)  0.502
C (-3.358, 0.211, -1.676)  -0.223
C (-3.298, -1.156, -0.976)  -0.239
H (5.424, -0.542, 0.097)  0.181
H (4.618, 0.829, 0.911)  0.173
H (4.339, 0.530, -0.822)  0.205
H (5.142, -0.844, 2.431)  0.219
H (4.905, -2.283, 4.385)  0.215
H (2.973, -3.813, 4.584)  0.215
H (1.290, -3.887, 2.783)  0.211
H (1.620, -2.134, -0.443)  0.246
H (0.805, -3.458, 0.400)  0.234
H (-0.403, -1.789, 1.816)  0.212
H (1.133, 0.043, 1.662)  0.404
H (0.411, 2.780, 0.343)  0.274
H (1.874, 1.957, 0.930)  0.205
H (1.669, 2.326, -0.800)  0.238
H (-1.665, 0.225, 1.523)  0.231
H (-3.067, -0.782, 1.962)  0.189
H (-4.559, 0.569, 0.659)  0.193
H (-3.406, 1.772, 1.285)  0.253
H (-3.749, 2.281, -3.431)  0.223
H (-2.552, 3.365, -5.461)  0.224
H (-0.182, 4.271, -4.801)  0.235
H (-4.328, 0.324, -2.177)  0.186
H (-2.556, 0.268, -2.413)  0.241
H (-3.023, -1.929, -1.695)  0.260
H (-4.258, -1.414, -0.519)  0.188

Computed properties:
SMILES: COc1ccccc1C[C@@H](NC(C)=O)C(=O)N1CCN(C(=O)c2cccs2)CC1
Lowest unoccupied orbital energy (eV): 0.61
Gap between HOMO and LUMO (eV): 9.29


ii:
Computed, not measured: an isolated molecule of C21H25N3O4S, with ωB97M-V/def2-TZVPD.

Last column: natural (NBO) charge in e.
Atoms and positions in Å:
O (-2.827, -3.414, -0.398)  -0.639
C (-1.776, -2.846, -0.622)  0.671
C (-1.277, -2.611, -2.040)  -0.627
S (-0.944, -0.838, -2.353)  0.268
C (-2.359, -0.058, -1.630)  -0.047
C (-3.597, -0.679, -1.547)  -0.254
C (-4.649, -0.041, -0.916)  -0.179
C (-4.486, 1.224, -0.377)  -0.229
C (-3.262, 1.859, -0.484)  -0.180
C (-2.196, 1.230, -1.112)  -0.199
C (-0.897, 1.937, -1.299)  0.674
O (-0.355, 2.041, -2.382)  -0.623
N (-0.394, 2.475, -0.161)  -0.631
C (0.911, 3.088, -0.136)  -0.225
C (2.017, 2.101, 0.249)  -0.406
C (2.116, 0.967, -0.774)  -0.238
N (3.152, 0.021, -0.446)  -0.415
C (4.540, 0.255, -0.777)  -0.201
C (5.282, -0.847, -0.014)  -0.405
C (4.231, -1.946, 0.139)  -0.497
C (2.910, -1.203, 0.046)  0.703
O (1.813, -1.636, 0.351)  -0.681
N (-0.965, -2.355, 0.326)  -0.627
C (-1.349, -2.308, 1.720)  -0.278
C (-1.462, -0.886, 2.165)  0.291
C (-0.497, 0.021, 2.496)  -0.321
C (-1.175, 1.234, 2.775)  -0.362
C (-2.498, 0.970, 2.587)  0.105
O (-2.677, -0.304, 2.214)  -0.392
H (-0.314, -3.098, -2.195)  0.248
H (-1.997, -2.995, -2.762)  0.237
H (-3.751, -1.661, -1.963)  0.235
H (-5.604, -0.539, -0.851)  0.218
H (-5.311, 1.717, 0.115)  0.214
H (-3.127, 2.859, -0.095)  0.217
H (-0.802, 2.203, 0.724)  0.418
H (1.096, 3.469, -1.144)  0.228
H (0.895, 3.925, 0.568)  0.200
H (1.808, 1.679, 1.234)  0.201
H (2.964, 2.642, 0.302)  0.202
H (1.177, 0.410, -0.803)  0.248
H (2.299, 1.376, -1.772)  0.212
H (4.686, 0.166, -1.861)  0.187
H (4.847, 1.257, -0.470)  0.200
H (5.584, -0.481, 0.968)  0.209
H (6.171, -1.184, -0.542)  0.219
H (4.269, -2.663, -0.684)  0.229
H (4.307, -2.500, 1.072)  0.236
H (-0.054, -1.973, 0.098)  0.446
H (-2.318, -2.806, 1.809)  0.255
H (-0.599, -2.828, 2.324)  0.216
H (0.556, -0.166, 2.535)  0.235
H (-0.741, 2.159, 3.103)  0.228
H (-3.372, 1.582, 2.690)  0.206

Computed properties:
SMILES: O=C(CSc1ccccc1C(=O)NCCCN1CCCC1=O)NCc1ccco1
Lowest unoccupied orbital energy (eV): 0.59
Gap between HOMO and LUMO (eV): 8.63


It is ii that is most stable; the runner-up trails by 0.0249 hartree.